87
Properties=species:S:1:pos:R:3:mulliken_charge:R:1 method="wB97M-V/def2-TZVPD" total_charge=-2 orbital_gap_ev=5.1 homo_ev=-0.6 largest_force_ev_per_a=1.6
Pd -1.1428 0.4253 0.1437 -0.580
C -3.6935 0.8856 -1.1252 -1.106
Si -3.1413 -0.8355 -0.3937 1.875
C -2.9043 -1.8210 -2.0132 -1.206
C -4.7970 -1.4849 0.3162 -1.598
C -1.7636 -1.5120 0.8786 0.609
Si -0.8670 -3.1125 0.4218 0.337
C 0.2952 -3.9751 1.6698 -1.387
C 0.1050 -3.0061 -1.1980 -0.923
C -2.2348 -4.4460 0.3122 -1.264
Si -2.4627 0.6381 2.6843 0.893
C -3.9743 -0.3940 3.4018 -1.644
C -3.5277 2.1998 2.2508 -1.317
C 0.4174 0.3398 2.7707 2.778
C 1.5539 0.3356 3.7491 -1.838
C 2.7690 -0.1025 3.3530 -0.477
C 3.0245 -0.3790 1.9746 -1.725
C 2.0683 0.0521 1.0784 -0.546
N 0.8709 0.5149 1.4176 0.390
H -4.7315 0.8301 -1.4776 0.481
H -3.0501 1.1225 -1.9739 0.166
H -3.6132 1.6993 -0.4056 0.048
H -3.6986 -1.5581 -2.7167 0.358
H -2.9271 -2.9040 -1.8773 0.268
H -1.9523 -1.5533 -2.4731 0.156
H -5.5225 -1.6111 -0.4937 0.435
H -5.2205 -0.7866 1.0405 0.310
H -4.6699 -2.4478 0.8176 0.267
H 1.2770 -3.5006 1.7361 0.338
H 0.4397 -5.0094 1.3437 0.425
H -0.1396 -3.9994 2.6728 0.298
H 0.3464 -1.9627 -1.4133 0.034
H -0.4750 -3.3923 -2.0386 0.316
H 1.0381 -3.5694 -1.1362 0.465
H -2.6096 -4.6711 1.3147 0.329
H -1.8189 -5.3679 -0.1049 0.354
H -3.0860 -4.1464 -0.2994 0.310
H -4.9263 0.0080 3.0391 0.354
H -3.9837 -0.3063 4.4907 0.460
H -3.9498 -1.4590 3.1589 0.293
H -4.3555 1.9007 1.6026 0.319
H -2.9752 2.9921 1.7414 0.255
H -3.9645 2.6148 3.1642 0.386
H 1.3672 0.6592 4.7652 0.283
H 3.5860 -0.1746 4.0673 0.325
H 3.9951 -0.7127 1.6298 0.326
H 2.3018 0.1178 0.0150 0.324
N -0.3471 2.6821 2.5799 0.234
P -0.4143 2.7401 0.8570 1.053
C -1.0289 4.4983 0.6731 0.220
C -0.5820 5.5344 1.4961 -0.119
C -1.1086 6.8114 1.3826 -0.843
C -2.0848 7.0829 0.4310 -0.419
C -2.5301 6.0644 -0.4000 -0.584
C -2.0106 4.7837 -0.2726 -0.115
C 1.2893 3.1436 0.3203 0.513
C 2.3594 3.3115 1.1897 -0.370
C 3.6260 3.5675 0.6853 -0.706
C 3.8359 3.6517 -0.6855 -0.488
C 2.7701 3.4796 -1.5587 -0.727
C 1.5023 3.2347 -1.0534 -0.632
C -0.6965 1.3351 3.0233 -0.567
C -1.4427 1.1196 4.3368 -1.078
C -1.2214 -0.1447 5.0131 -1.066
C -0.7596 -1.2265 4.3533 -1.431
C -0.3997 -1.0638 2.9061 -0.029
N -1.5873 -0.9183 2.0766 0.820
H -1.0099 3.3466 2.9634 0.731
H 0.1965 5.3287 2.2229 0.438
H -0.7523 7.6075 2.0274 0.388
H -2.4927 8.0825 0.3364 0.351
H -3.2867 6.2731 -1.1479 0.402
H -2.3712 3.9799 -0.9074 0.277
H 2.2006 3.1930 2.2555 0.244
H 4.4603 3.6824 1.3684 0.382
H 4.8322 3.8292 -1.0747 0.353
H 2.9217 3.5149 -2.6307 0.419
H 0.6649 3.0779 -1.7257 0.493
H -1.6437 1.9951 4.9530 0.235
H -1.5371 -0.2355 6.0498 0.278
H -0.6384 -2.1934 4.8288 0.286
H 0.2657 -1.8392 2.5399 0.161
N 0.6345 1.1329 -6.4184 -0.694
C 0.7083 1.0747 -5.2558 0.490
N 0.8942 1.0565 -3.9760 -0.739
C 0.1825 0.6883 -2.9787 0.443
N -0.3895 0.3607 -2.0149 -0.556